Model P:
C7H15N | ωB97M-V with the def2-TZVPD basis set

Last column: natural (NBO) charge in e.
Element x y z (Å)
C: -2.327 -2.062 -1.267  -0.40
C: -1.171 -1.505 -0.950  -0.18
C: -0.325 -1.922 0.215  -0.46
C: 0.991 -1.204 0.373  -0.41
C: 0.977 0.203 0.976  -0.22
N: 0.757 1.214 -0.114  -0.44
C: -0.658 1.670 -0.041  -0.43
C: 1.559 2.402 0.096  -0.42
H: -2.943 -1.774 -2.097  0.20
H: -2.785 -2.896 -0.737  0.18
H: -0.742 -0.760 -1.613  0.21
H: -0.919 -1.849 1.137  0.21
H: -0.144 -3.002 0.180  0.22
H: 1.517 -1.132 -0.583  0.21
H: 1.678 -1.756 0.994  0.21
H: 0.211 0.326 1.748  0.18
H: 1.948 0.472 1.392  0.19
H: -0.851 2.212 -0.966  0.20
H: -1.375 0.853 0.020  0.21
H: -0.812 2.345 0.809  0.17
H: 1.555 2.798 1.126  0.16
H: 2.599 2.149 -0.135  0.20
H: 1.259 3.218 -0.561  0.20

Properties
Multiplicity: 1
Charge: 0
HOMO, eV: -8.72
SMILES: C=CCCCN(C)C

Model Q:
C7H15N | ωB97M-V with the def2-TZVPD basis set

Last column: natural (NBO) charge in e.
Element x y z (Å)
C: -1.013 -0.456 0.183  -0.10
C: 1.456 -1.299 0.132  -0.68
C: 1.629 1.621 -1.120  -0.65
C: -1.547 -1.468 1.184  -0.65
C: -1.915 -0.399 -1.058  -0.62
C: 0.386 -0.256 0.059  0.04
C: 0.591 1.157 -0.120  -0.03
N: 0.595 2.088 1.027  -0.83
H: -0.834 1.076 -0.036  0.24
H: 1.467 1.960 1.540  0.34
H: -0.164 1.880 1.667  0.36
H: 2.409 -0.907 0.496  0.21
H: 1.628 -1.745 -0.856  0.23
H: 1.157 -2.120 0.788  0.23
H: 1.379 2.622 -1.474  0.23
H: 1.701 0.946 -1.973  0.21
H: 2.623 1.687 -0.659  0.20
H: -1.644 -2.467 0.742  0.21
H: -1.973 -1.397 -1.510  0.20
H: -2.933 -0.103 -0.791  0.21
H: -2.546 -1.176 1.518  0.22
H: -0.910 -1.545 2.066  0.21
H: -1.541 0.298 -1.806  0.22

Properties
Multiplicity: 1
Charge: 0
HOMO, eV: -7.68

Energies in eV, measured from the most stable structure: model P 0.000; model Q 2.522.

Model P:
C7H15N | ωB97M-V with the def2-TZVPD basis set

Last column: natural (NBO) charge in e.
Element x y z (Å)
C: 0.204 -1.196 -0.215  -0.42
C: -0.824 -0.303 0.519  -0.54
C: -2.185 -0.784 0.422  0.18
C: -3.287 -0.136 0.108  -0.53
C: 0.878 -0.382 -1.282  -0.27
N: 1.563 0.792 -0.784  -0.33
C: 2.395 0.581 0.348  -0.29
C: 1.846 0.943 1.783  -0.61
H: -0.254 -2.096 -0.639  0.23
H: 0.932 -1.590 0.500  0.21
H: -0.419 0.043 1.461  0.25
H: -0.867 0.627 -0.091  0.25
H: -2.459 -0.281 -2.678  0.00
H: -3.206 0.957 -0.035  0.22
H: -4.313 -0.476 0.118  0.23
H: 0.154 0.029 -1.992  0.21
H: 1.703 -0.957 -1.749  0.21
H: -3.127 0.029 -2.793  0.00
H: 2.837 -0.431 0.340  0.18
H: 3.177 1.338 0.329  0.21
H: 1.205 1.801 1.568  0.22
H: 1.332 0.212 2.410  0.20
H: 2.715 1.279 2.353  0.21

Properties
Multiplicity: 1
Charge: 0
HOMO, eV: -6.65

Model Q:
C7H15N | ωB97M-V with the def2-TZVPD basis set

Last column: natural (NBO) charge in e.
Element x y z (Å)
C: -3.525 -1.509 0.617  -0.65
C: -2.724 -0.600 -0.258  -0.19
C: -1.725 -0.962 -1.104  -0.18
C: -0.960 -0.113 -2.060  -0.65
H: -3.373 -1.227 1.679  0.21
H: -4.631 -1.386 0.569  0.22
H: -3.214 -2.538 0.425  0.21
H: -2.845 0.520 -0.137  0.18
H: -1.500 -2.052 -1.113  0.18
H: -1.258 0.928 -1.914  0.21
H: -1.118 -0.453 -3.077  0.22
H: 0.152 -0.217 -1.873  0.22
C: 2.570 -1.058 0.428  -0.07
N: 2.557 0.145 -0.026  -0.38
C: 1.901 1.129 0.789  -0.26
C: 2.765 2.366 0.879  -0.61
H: 2.184 -1.290 1.462  0.14
H: 3.023 -1.828 -0.166  0.18
H: 0.903 1.296 0.339  0.21
H: 1.784 0.766 1.806  0.16
H: 2.288 3.127 1.496  0.21
H: 3.779 2.161 1.345  0.21
H: 2.967 2.796 -0.106  0.21

Properties
Multiplicity: 1
Charge: 0
HOMO, eV: -8.96
SMILES: C/C=C/C.C=NCC

Model R:
C7H15N | ωB97M-V with the def2-TZVPD basis set

Last column: natural (NBO) charge in e.
Element x y z (Å)
C: -1.644 1.201 -1.089  -0.41
C: -0.955 0.645 -0.125  0.03
C: -0.284 1.450 0.962  -0.44
C: 0.370 2.722 0.449  -0.60
C: -0.881 -0.859 -0.045  -0.43
C: 0.406 -1.503 -0.561  -0.05
C: 1.601 -1.257 0.335  -0.63
N: 0.224 -2.933 -0.793  -0.84
H: -1.694 2.284 -1.170  0.18
H: -2.197 0.779 -1.915  0.20
H: -1.002 1.603 1.775  0.22
H: 0.483 0.859 1.458  0.21
H: 1.040 2.452 -0.375  0.21
H: -0.314 3.400 0.017  0.20
H: 1.011 3.261 1.147  0.21
H: -1.738 -1.302 -0.554  0.21
H: -1.055 -1.162 1.001  0.20
H: 0.588 -1.047 -1.540  0.18
H: 2.384 -2.003 0.139  0.21
H: 2.039 -0.265 0.323  0.22
H: 1.423 -1.525 1.386  0.20
H: 0.882 -3.507 -0.282  0.36
H: -0.689 -3.290 -0.542  0.36

Properties
Multiplicity: 1
Charge: 0
HOMO, eV: -9.09
SMILES: C=C(CC)C[C@@H](C)N

Energies in eV, measured from the most stable structure: model P 7.632; model Q 0.944; model R 0.000.

Model P:
CH2N2OS | ωB97M-V with the def2-TZVPD basis set

Last column: natural (NBO) charge in e.
Element x y z (Å)
N: -2.689 2.542 0.770  -0.26
C: -2.584 1.607 0.096  -0.01
S: -2.247 0.191 -0.709  0.42
N: -0.552 -0.256 0.053  -0.44
O: 0.765 0.158 -0.308  -0.55
H: -0.379 -1.234 -0.072  0.36
H: 0.987 0.636 0.445  0.47

Properties
Multiplicity: 1
Charge: 0
HOMO, eV: -9.86
SMILES: N#CSNO

Model Q:
CH2N2OS | ωB97M-V with the def2-TZVPD basis set

Last column: natural (NBO) charge in e.
Element x y z (Å)
C: -3.141 1.025 0.059  -0.06
N: -3.100 2.111 -0.252  -0.24
N: 0.211 0.020 0.591  -0.58
O: -3.286 -1.301 -0.763  -0.74
S: -2.909 -0.647 0.487  1.05
H: 0.925 -0.660 0.357  0.29
H: -0.021 0.206 -0.379  0.29

Properties
Multiplicity: 1
Charge: 0
HOMO (spin up / spin down), eV: -11.68 / -10.01

Energies in eV, measured from the most stable structure: model P 0.000; model Q 0.733.

Model P:
C2H4NO2 | ωB97M-V with the def2-TZVPD basis set

Last column: natural (NBO) charge in e.
Element x y z (Å)
C: -0.332 -0.328 -0.016  -0.74
C: 0.635 0.738 -0.549  0.52
N: 1.438 3.101 -1.511  0.61
O: 1.022 3.745 -2.301  0.06
O: 0.378 1.598 -1.369  -0.47
H: -1.280 0.274 0.261  0.29
H: -0.618 -0.946 -0.855  0.28
H: -0.101 -0.882 0.985  0.29
H: 1.557 0.894 0.193  0.18

Properties
Multiplicity: 1
Charge: +1
HOMO (spin up / spin down), eV: -16.25 / -16.25

Model Q:
C2H4NO2 | ωB97M-V with the def2-TZVPD basis set

Last column: natural (NBO) charge in e.
Element x y z (Å)
N: 1.054 -0.227 -0.292  -0.71
C: -0.097 0.125 0.540  0.01
O: -0.989 1.100 -0.136  -0.38
C: -1.533 -0.050 0.077  0.81
O: -2.354 -0.887 -0.075  -0.41
H: 0.615 -0.852 -1.022  0.48
H: 1.804 -0.485 0.277  0.47
H: 1.435 0.652 -0.925  0.48
H: 0.066 0.623 1.557  0.26

Properties
Multiplicity: 1
Charge: +1
HOMO, eV: -15.71
SMILES: [NH3+][C@H]1OC1=O

Energies in eV, measured from the most stable structure: model P 1.149; model Q 0.000.

Model P:
C4H8N2 | ωB97M-V with the def2-TZVPD basis set

Last column: natural (NBO) charge in e.
Element x y z (Å)
C: 1.453 0.173 0.020  -0.27
C: -0.682 0.803 0.916  -0.29
C: -1.398 -0.156 0.051  -0.18
C: 0.734 -1.001 -0.672  -0.23
H: 2.295 0.427 -0.597  0.21
H: 2.061 0.084 0.900  0.20
H: 0.246 1.355 -0.876  0.35
H: -0.305 0.158 1.774  0.20
H: -1.497 1.585 1.343  0.22
H: -2.476 -0.481 0.257  0.19
H: -1.352 -1.494 -1.263  0.43
H: 1.129 -1.722 -1.300  0.19
N: 0.452 1.302 0.110  -0.60
N: -0.658 -1.034 -0.661  -0.42

Properties
Multiplicity: 1
Charge: 0
HOMO, eV: -6.44

Model Q:
C4H8N2 | ωB97M-V with the def2-TZVPD basis set

Last column: natural (NBO) charge in e.
Element x y z (Å)
C: 0.422 -1.958 -0.634  -0.31
N: -0.888 -0.791 -1.150  -0.70
C: 0.523 -0.503 -0.863  -0.16
C: 0.679 0.431 0.313  -0.09
C: -0.124 1.654 0.531  -0.26
N: -0.419 0.424 1.271  -0.62
H: -0.978 -1.693 -1.641  0.43
H: 0.129 -2.069 0.427  0.13
H: -1.465 -0.681 -0.318  0.41
H: 1.054 -0.147 -1.750  0.20
H: 1.694 0.441 0.708  0.21
H: -0.884 1.946 -0.189  0.20
H: 0.341 2.480 1.067  0.20
H: -0.086 0.467 2.229  0.36

Properties
Multiplicity: 1
Charge: 0
HOMO, eV: -8.14

Energies in eV, measured from the most stable structure: model P 0.000; model Q 1.010.